(1)
{
  "formula": "C4H5NO2S",
  "method": "ωB97M-V/def2-TZVPD",
  "species": ["O", "C", "N", "C", "C", "S", "C", "O", "H", "H", "H", "H", "H"],
  "xyz": [[-3.127682, -0.453598, 0.183180], [-1.902112, -0.360271, 0.113476], [-1.173864, 0.746563, 0.035186], [0.219774, 0.560079, -0.384971], [0.884048, -0.139230, 0.625859], [2.649932, -0.476192, 0.120914], [0.248926, -0.898359, -0.324055], [-1.070038, -1.404077, -0.011483], [-1.686458, 1.534726, 0.406459], [0.505551, 1.217340, -1.133128], [0.660945, 0.010453, 1.624666], [3.080734, 0.937917, -0.118191], [0.710239, -1.275346, -1.137914]],
  "forces_ev_per_a": [[2.19, 0.08, 0.52], [-2.94, -1.17, -0.72], [-0.21, 2.18, 0.11], [-4.69, 2.08, 0.39], [7.05, 0.41, 1.99], [0.86, 3.31, 0.48], [-5.40, -2.09, -0.81], [1.12, -1.01, -0.82], [0.77, 0.52, -0.42], [1.11, 0.79, -1.22], [-0.39, -0.15, 1.77], [-0.75, -2.59, 0.60], [1.29, -2.34, -1.87]],
  "e_lumo_ev": 0.43,
  "e_homo_ev": -9.77,
  "orbital_gap_ev": 10.20,
  "largest_force_ev_per_a": 7.34,
  "total_energy_ev": -20646.8657,
  "e_above_lowest_ev": 3.314,
  "smiles": "O=C1N[C@H]2[C@H](S)[C@H]2O1",
  "total_charge": 0
}



(2)
{
  "formula": "C17H39Ca2N2O8P",
  "method": "ωB97M-V/def2-TZVPD",
  "species": ["Ca", "Ca", "P", "O", "O", "O", "O", "O", "C", "O", "O", "H", "C", "C", "C", "O", "C", "H", "H", "H", "H", "H", "H", "H", "H", "C", "C", "N", "C", "C", "C", "C", "H", "H", "H", "H", "H", "H", "H", "H", "H", "H", "H", "H", "H", "H", "H", "C", "C", "N", "C", "C", "C", "C", "H", "H", "H", "H", "H", "H", "H", "H", "H", "H", "H", "H", "H", "H", "H"],
  "xyz": [[-18.416984, -15.457330, -24.879659], [-17.831223, -11.873627, -24.270645], [-20.222257, -13.228303, -24.140624], [-19.567428, -14.365783, -23.296833], [-21.616798, -13.737813, -24.438326], [-19.181562, -13.320696, -25.327081], [-19.856378, -11.858035, -23.540093], [-14.256835, -13.875982, -25.015975], [-15.458733, -13.279296, -24.964973], [-16.461005, -13.969782, -24.632275], [-15.542955, -12.038879, -25.117702], [-13.620163, -13.165751, -25.240499], [-16.312944, -12.933540, -19.997327], [-17.541940, -12.073535, -19.709427], [-18.043094, -11.610162, -21.091874], [-17.003649, -11.965244, -22.035036], [-15.869207, -12.546495, -21.380168], [-16.534940, -14.000305, -19.932924], [-15.488537, -12.811122, -19.290759], [-17.374392, -11.243346, -19.025760], [-18.320703, -12.689279, -19.258419], [-18.213449, -10.531811, -21.096636], [-18.959810, -12.106450, -21.398559], [-15.078374, -11.787458, -21.393074], [-15.535884, -13.384148, -21.996873], [-12.217239, -11.505922, -23.612844], [-11.324514, -12.578866, -24.206126], [-11.414019, -12.635568, -25.665720], [-10.841627, -13.838780, -26.275350], [-11.372532, -15.210052, -25.799090], [-11.064646, -11.405317, -26.376679], [-11.792225, -11.359242, -27.740612], [-12.530151, -11.681468, -22.579942], [-13.152156, -11.372316, -24.160644], [-11.695285, -10.547354, -23.540996], [-10.275512, -12.468691, -23.897789], [-11.698189, -13.525527, -23.815657], [-10.946474, -13.762900, -27.350971], [-9.789087, -13.890463, -25.952165], [-11.535222, -15.219747, -24.723904], [-12.334824, -15.507074, -26.224945], [-10.647218, -15.957809, -26.113792], [-9.979906, -11.273031, -26.439460], [-11.518290, -10.577755, -25.833250], [-11.362780, -12.027883, -28.486012], [-11.825672, -10.328532, -28.087821], [-12.807334, -11.730544, -27.595861], [-18.343408, -18.034796, -28.603860], [-18.461056, -17.375752, -27.209148], [-17.850469, -16.041057, -27.081938], [-18.495974, -15.068896, -27.987947], [-20.005176, -14.935694, -27.927700], [-16.401207, -16.069205, -27.369563], [-15.588547, -16.947375, -26.428385], [-17.319154, -18.393504, -28.766111], [-18.594549, -17.405971, -29.451951], [-18.941618, -18.945999, -28.633328], [-19.546986, -17.243107, -27.233392], [-18.231493, -18.088166, -26.417670], [-18.080686, -14.076482, -27.793550], [-18.159503, -15.294674, -29.010377], [-20.338625, -14.534891, -26.965493], [-20.344248, -14.172276, -28.631385], [-20.541181, -15.840050, -28.216694], [-16.043480, -15.047492, -27.211482], [-16.259891, -16.286391, -28.432541], [-14.587302, -17.010364, -26.854493], [-15.989244, -17.961804, -26.365847], [-15.505248, -16.540521, -25.420464]],
  "forces_ev_per_a": [[-0.55, 2.29, 1.64], [0.55, -0.49, -0.21], [-1.59, -2.66, 0.52], [1.31, -1.15, 1.30], [0.81, 1.79, -0.46], [0.67, 0.19, -2.36], [-0.88, 0.65, 0.31], [-0.15, 0.16, -0.32], [-0.54, 0.60, 1.00], [0.03, -1.08, -0.19], [0.33, 0.24, -0.38], [0.26, -0.29, -0.18], [0.48, -0.44, 0.58], [-0.67, -0.31, -0.08], [0.18, -0.16, 0.73], [-0.35, 0.19, -0.20], [0.22, 0.41, -0.83], [-0.30, 0.08, -0.25], [-0.14, 0.31, 0.06], [0.29, 0.06, -0.14], [0.05, 0.06, 0.10], [0.13, 0.02, -0.22], [0.03, -0.03, -0.09], [0.03, -0.10, 0.23], [-0.03, -0.02, 0.09], [0.07, 0.94, 0.54], [-0.11, -0.32, -0.31], [-1.28, -0.42, -0.06], [0.33, -0.27, 1.31], [-0.68, 0.49, -0.38], [-1.17, -0.46, -0.22], [0.38, -0.36, 0.41], [0.25, -0.50, -0.03], [0.13, 0.03, -0.22], [-0.17, 0.07, -0.33], [0.02, 0.04, 0.26], [0.27, -0.09, -0.08], [0.27, 0.03, -0.10], [0.32, 0.23, -0.64], [0.37, -0.25, 0.04], [0.01, 0.29, -0.15], [0.05, -0.10, 0.28], [0.11, 0.15, -0.15], [0.39, 0.03, 0.30], [0.26, 0.30, -0.14], [0.05, -0.10, -0.30], [-0.11, 0.26, 0.14], [1.55, -0.94, 0.44], [-1.61, 0.10, -2.00], [0.14, -0.70, -0.18], [0.25, 0.56, -0.82], [-0.28, 0.13, 0.06], [-0.17, 0.75, 0.54], [-0.16, -0.36, -0.56], [-0.03, 0.12, -0.14], [-0.25, 0.22, 0.19], [-0.25, 0.17, 0.02], [0.02, 0.28, 1.05], [0.39, 0.17, 0.08], [0.11, -0.14, 0.36], [-0.19, -0.07, -0.05], [-0.04, -0.35, 0.11], [0.31, 0.00, -0.12], [-0.02, -0.04, 0.17], [-0.07, 0.03, -0.19], [0.21, -0.30, 0.06], [0.09, -0.09, 0.24], [0.12, -0.02, -0.05], [-0.04, 0.19, -0.03]],
  "e_lumo_ev": -0.27,
  "e_homo_ev": -7.03,
  "orbital_gap_ev": 6.75,
  "largest_force_ev_per_a": 3.14,
  "total_energy_ev": -83797.4149,
  "e_above_lowest_ev": 0.418,
  "total_charge": 0
}



(3)
{
  "formula": "C10H18N8O4RuSe",
  "method": "ωB97M-V/def2-TZVPD",
  "species": ["Ru", "N", "C", "C", "C", "C", "N", "C", "N", "N", "C", "O", "O", "H", "H", "H", "H", "H", "H", "H", "H", "H", "H", "H", "H", "H", "H", "N", "C", "C", "C", "N", "H", "H", "H", "H", "O", "N", "O", "Se", "C", "N"],
  "xyz": [[-0.480366, -0.181203, -2.097388], [-1.725588, 0.632049, -0.618684], [-1.446003, 0.015003, 0.722210], [-1.477212, 1.041990, 1.852213], [-0.281014, 2.010784, 1.957215], [0.731962, 1.669225, 3.066721], [1.872093, 0.859481, 2.651420], [3.069820, 1.299215, 2.303563], [3.373682, 2.598686, 2.318163], [3.996018, 0.421300, 1.907728], [-0.153831, -0.798138, 0.687789], [0.322584, -1.202992, 1.728518], [0.339213, -1.064573, -0.486610], [-1.580306, 1.637801, -0.551777], [-2.706386, 0.500872, -0.849277], [-2.240984, -0.711740, 0.904743], [-1.586893, 0.493763, 2.788070], [-2.402081, 1.613423, 1.738664], [-0.678098, 3.000057, 2.187144], [0.245595, 2.113228, 1.001540], [0.235572, 1.108665, 3.857862], [1.097832, 2.577622, 3.544324], [1.674592, -0.128688, 2.530162], [2.727303, 3.280108, 2.672473], [4.315995, 2.906871, 2.149492], [3.811417, -0.566950, 1.944951], [4.939556, 0.708817, 1.714100], [-1.130088, -3.030007, -1.687838], [-1.943294, -4.055609, -1.969257], [-2.998595, -3.558037, -2.704425], [-2.742326, -2.194467, -2.825176], [-1.601629, -1.880616, -2.206212], [-0.270086, -3.006269, -1.155770], [-1.720678, -5.052672, -1.628099], [-3.837685, -4.104586, -3.095845], [-3.321014, -1.435543, -3.325931], [0.818974, -0.016105, -4.916797], [1.371605, -0.939543, -4.260225], [1.013607, -1.170656, -3.112702], [-0.776390, 0.941200, -4.096379], [0.294048, 1.818535, -2.833982], [0.849079, 1.849701, -1.806691]],
  "forces_ev_per_a": [[-0.03, -0.11, 0.46], [0.01, -0.08, -0.09], [0.01, 0.03, 0.01], [-0.07, -0.01, 0.01], [-0.01, 0.01, 0.00], [0.01, -0.01, 0.03], [0.01, 0.01, 0.00], [-0.03, -0.02, 0.04], [0.01, 0.01, 0.00], [0.00, 0.00, -0.01], [-0.04, -0.08, -0.17], [0.06, 0.00, 0.08], [-0.03, 0.14, 0.26], [0.04, 0.00, -0.03], [-0.02, 0.04, 0.08], [0.02, -0.03, -0.02], [0.01, -0.02, -0.01], [0.00, 0.00, 0.02], [0.01, 0.00, 0.00], [0.02, -0.01, 0.00], [-0.01, 0.03, 0.03], [0.00, 0.01, -0.03], [-0.03, 0.00, -0.07], [0.01, 0.00, -0.01], [0.00, 0.00, 0.00], [0.00, 0.00, 0.01], [0.00, 0.00, 0.00], [0.02, 0.03, -0.08], [-0.01, -0.02, 0.01], [-0.03, 0.00, 0.03], [0.03, 0.04, -0.01], [-0.03, -0.05, 0.02], [-0.01, -0.01, 0.01], [0.00, 0.00, 0.00], [0.00, 0.00, 0.00], [0.01, 0.00, -0.01], [-0.36, 0.25, -0.07], [0.18, -0.24, 0.17], [0.07, 0.01, -0.25], [0.24, 0.13, -0.33], [-0.06, 0.02, -0.08], [-0.01, -0.06, 0.02]],
  "e_lumo_ev": [-8.21, -8.21],
  "e_homo_ev": [-15.29, -15.29],
  "orbital_gap_ev": [7.08, 7.08],
  "largest_force_ev_per_a": 0.47,
  "total_energy_ev": -98684.5305,
  "e_above_lowest_ev": 0.000,
  "total_charge": 2
}



(4)
{
  "formula": "C20H11N5PdS3",
  "method": "ωB97M-V/def2-TZVPD",
  "species": ["Pd", "N", "C", "C", "C", "C", "C", "C", "S", "N", "C", "C", "C", "C", "C", "C", "N", "H", "H", "H", "H", "H", "H", "H", "H", "H", "S", "C", "C", "C", "C", "N", "C", "C", "C", "S", "C", "N", "H", "H"],
  "xyz": [[1.864822, 0.341491, 1.182022], [-2.163850, 1.481129, 1.278183], [-2.698447, 1.791491, 2.542675], [-3.992777, 2.275166, 2.641341], [-4.534052, 2.574686, 3.883611], [-3.772907, 2.403217, 5.027420], [-2.472854, 1.929431, 4.926644], [-1.933694, 1.609018, 3.690002], [-0.297552, 0.952530, 3.612348], [0.055150, 1.021718, 1.935095], [-0.857644, 1.200387, 1.028514], [-0.416753, 1.076579, -0.372092], [-0.993010, 1.908793, -1.329717], [-0.892557, 1.950883, -2.713311], [-0.137630, 1.138609, -3.580798], [0.872439, 0.276315, -3.291132], [0.540187, 0.096089, -0.489465], [-2.788392, 1.473655, 0.491477], [-4.578147, 2.415359, 1.740717], [-5.547249, 2.946043, 3.950287], [-4.184041, 2.636842, 5.999610], [-1.873524, 1.795585, 5.818589], [-1.675681, 2.636891, -0.905334], [-1.526607, 2.677654, -3.204450], [-0.397772, 1.209246, -4.631714], [1.360750, -0.305621, -4.057592], [1.686829, 0.296430, -1.762410], [2.406917, -1.325838, -1.713446], [1.922597, -2.369008, -2.484891], [2.574462, -3.594427, -2.466746], [2.080039, -4.665364, -3.274668], [1.676716, -5.508389, -3.942838], [3.712980, -3.751115, -1.656784], [4.146654, -2.722736, -0.842767], [3.474557, -1.493277, -0.813763], [3.910362, -0.259070, 0.324687], [4.421822, -4.998798, -1.638167], [4.990684, -5.995385, -1.610308], [1.045366, -2.246537, -3.103183], [4.991806, -2.879674, -0.187645]],
  "forces_ev_per_a": [[-0.42, -0.18, -0.34], [-0.06, -0.09, 0.12], [0.07, 0.00, -0.04], [0.02, 0.03, 0.04], [0.00, -0.01, -0.01], [-0.04, 0.01, 0.01], [0.07, 0.00, -0.03], [-0.10, 0.06, 0.02], [-0.03, -0.17, -0.05], [0.19, 0.20, 0.36], [0.18, -0.03, -0.92], [-0.44, 0.17, 0.73], [0.10, -0.05, -0.30], [-0.01, 0.03, 0.10], [0.03, 0.13, 0.07], [-0.02, -0.14, 0.29], [0.64, -0.20, 0.55], [-0.01, -0.03, 0.01], [-0.01, 0.01, -0.02], [-0.01, 0.00, 0.00], [0.00, 0.00, 0.00], [0.01, 0.01, 0.01], [-0.04, 0.00, -0.04], [-0.01, 0.01, 0.04], [0.03, 0.01, -0.02], [-0.04, -0.13, 0.04], [0.13, 0.27, -0.61], [0.04, -0.03, 0.06], [0.10, 0.02, 0.01], [0.03, 0.14, 0.10], [0.00, -0.12, -0.10], [-0.02, 0.00, 0.01], [-0.07, 0.08, -0.06], [-0.05, 0.10, 0.01], [-0.15, -0.15, -0.10], [-0.15, 0.17, 0.05], [0.01, -0.12, 0.00], [0.03, -0.01, 0.00], [-0.01, 0.00, 0.01], [0.00, 0.01, 0.01]],
  "e_lumo_ev": [-1.85, -1.85],
  "e_homo_ev": [-7.14, -7.14],
  "orbital_gap_ev": [5.29, 5.29],
  "largest_force_ev_per_a": 0.94,
  "total_energy_ev": -64350.9485,
  "e_above_lowest_ev": 3.317,
  "total_charge": 0
}